The following is a DFT calculation (ωB97M-V/def2-TZVPD) of C23H26As2N3O2Ti as an isolated structure at a distorted geometry.

**2S+1**: 3
**Net charge**: +1
**LUMO level (alpha / beta)**: -3.05 / -3.75 eV
**E**: -177625.45196 eV
**Molar mass**: 574.2 g/mol
**Energy above the lowest of the compared OMol25 structures with the same formula, charge and spin**: 19.00 kcal per mole

```
57
C23H26As2N3O2Ti, DFT ωB97M-V/def2-TZVPD
H 0.59366 -0.23708 -4.38989
C 0.90439 -0.63759 -3.42723
C -4.01695 0.10179 -2.73540
C -3.03522 -2.98217 -1.47280
C 0.67209 4.24065 2.03289
H -1.83138 5.95808 -0.33674
C -3.20283 1.77411 -4.25350
Ti -0.27232 -0.32927 0.39186
C 1.75243 -4.46050 1.98828
H -2.57125 -3.14668 -2.44255
H 1.98850 -0.61735 -3.34262
N 0.65560 0.06914 2.05342
H 2.25039 -3.23138 3.66400
C 0.55722 -3.35039 0.24779
C 0.72382 5.60563 1.88326
H 1.36616 3.73550 2.69007
C 1.77964 -3.28856 2.69155
H 0.05721 -3.34062 -0.71193
C -0.26160 2.00657 1.52251
C -0.18443 6.22814 1.02068
C -1.11855 5.48932 0.32873
H -4.11522 -2.91741 -1.58515
H 1.45648 6.18380 2.42847
H -1.12616 2.22474 -4.14306
H -0.15724 7.30335 0.89432
N 0.55097 -2.16180 0.92714
C -4.25109 1.01293 -3.75245
O -1.21000 1.26323 0.89201
C 1.20212 -2.13692 2.14241
C -3.88272 -0.84568 0.44604
H 1.10664 -5.38655 0.12743
C -1.92622 1.61694 -3.74076
N 0.66423 1.45631 2.25426
As 0.13325 0.47629 -2.06604
H -4.83819 -1.06468 -0.02637
H -4.85180 -0.47225 -2.35214
H 2.20164 -5.35476 2.39943
H -2.78370 -3.80252 -0.80501
C -2.73618 -0.06050 -2.20756
H 0.55118 -1.65991 -3.32000
H 1.74850 -0.65858 3.71411
C 0.92977 2.19002 -2.40208
H 0.27328 2.97353 -2.02596
C -1.68283 0.69909 -2.72062
C 1.25475 -0.85075 2.76987
H -3.78685 -1.42797 1.35965
H -2.13345 2.52823 0.00713
H -3.81843 0.21153 0.68950
H 1.09118 2.30978 -3.47080
H -5.24905 1.13727 -4.15230
C 1.13620 -4.48558 0.72336
H -3.38149 2.49346 -5.04212
As -2.43638 -1.31185 -0.75236
C -1.17555 4.10432 0.48622
O -2.12249 3.46675 -0.24291
H 1.88037 2.23664 -1.87712
C -0.27595 3.46535 1.34532
```